(1)
Entry from OMol25: CH2N3P in the gas phase in a non-equilibrium geometry (ωB97M-V/def2-TZVPD).

Results
Calculated total energy ... -544.75891 Ha
HOMO energy ... -9.277 eV
Max |F| ... 3.042 eV/Å
Energy relative to the best compared isomer or geometry (same formula, charge and spin) ... 288.12 kJ/mol
HOMO-LUMO gap ... 8.98 eV
LUMO energy ... -0.30 eV

Geometry as ORCA input:
```
! wB97M-V def2-TZVPD RIJCOSX def2/J DEFGRID3
* xyz 0 1
C 0.461 0.708 -0.009
N -0.719 1.198 0.007
N -1.836 0.982 -0.002
N -1.124 -1.654 0.000
P 0.244 -1.087 0.003
H 1.369 1.280 0.036
H 1.604 -1.427 -0.034
*
```

(2)
Entry from OMol25: C5H11NO in the gas phase in a non-equilibrium geometry (ωB97M-V/def2-TZVPD).

Results
Calculated total energy ... -327.07219 Ha
SMILES ... CNC(=O)C(C)C
HOMO energy ... -9.355 eV
Max |F| ... 4.184 eV/Å
Energy relative to the best compared isomer or geometry (same formula, charge and spin) ... 155.32 kJ/mol
HOMO-LUMO gap ... 10.31 eV
LUMO energy ... 0.95 eV

Geometry as ORCA input:
```
! wB97M-V def2-TZVPD RIJCOSX def2/J DEFGRID3
* xyz 0 1
C -0.542 -2.236 -0.072
N -1.055 -1.003 -0.796
C -1.110 0.221 -0.115
O -2.172 0.822 -0.098
C 0.381 0.622 0.435
C 1.391 0.275 -0.736
C 0.343 2.073 0.969
H -0.059 -1.781 0.711
H -0.066 -2.929 -0.816
H -1.384 -2.868 0.320
H -1.986 -1.120 -1.211
H 0.501 -0.004 1.310
H 1.449 -0.825 -0.862
H 1.036 0.717 -1.653
H 2.278 0.840 -0.432
H 1.443 2.461 0.932
H -0.160 2.161 1.923
H -0.287 2.572 0.190
*
```

(3)
Entry from OMol25: 11 unconnected molecules or ions with the total composition C38H49N11 in a non-equilibrium geometry (ωB97M-V/def2-TZVPD).

Results
Calculated total energy ... -2079.51182 Ha
SMILES ... c1cc[nH]c1.c1cc[nH]c1.c1cc[nH]c1.c1cc[nH]c1.c1cc[nH]c1.c1cc[nH]c1.c1cc[nH]c1.c1cc[nH]c1.CC#N.CC#N.CC#N
HOMO energy ... -8.002 eV
Max |F| ... 5.728 eV/Å
Energy relative to the best compared isomer or geometry (same formula, charge and spin) ... 19.89 kJ/mol
HOMO-LUMO gap ... 8.29 eV
LUMO energy ... 0.28 eV

Geometry as ORCA input:
```
! wB97M-V def2-TZVPD RIJCOSX def2/J DEFGRID3
* xyz 0 1
C 9.955 -18.751 10.283
C 10.317 -19.168 11.534
C 10.823 -18.105 12.259
N 10.684 -16.993 11.472
C 10.152 -17.387 10.288
H 9.570 -19.374 9.490
H 10.337 -20.181 11.907
H 11.350 -18.120 13.202
H 11.072 -16.075 11.636
H 10.069 -16.742 9.426
C 17.276 -25.324 12.979
C 15.930 -25.089 12.922
C 15.306 -25.981 13.764
N 16.208 -26.741 14.461
C 17.475 -26.337 13.932
H 17.980 -24.816 12.336
H 15.415 -24.444 12.225
H 14.253 -26.192 13.876
H 16.054 -27.460 15.152
H 18.395 -26.805 14.250
C 11.806 -16.582 20.334
C 10.520 -16.782 19.890
C 10.580 -17.771 18.957
N 11.916 -18.254 18.878
C 12.674 -17.491 19.724
H 12.045 -15.790 21.028
H 9.661 -16.231 20.244
H 9.897 -18.193 18.234
H 12.291 -18.922 18.220
H 13.746 -17.619 19.717
C 16.781 -18.335 9.096
C 15.970 -17.538 8.257
C 14.674 -17.699 8.665
N 14.694 -18.381 9.859
C 16.022 -18.702 10.201
H 17.856 -18.344 8.998
H 16.273 -16.969 7.391
H 13.740 -17.269 8.336
H 13.893 -18.538 10.454
H 16.199 -19.109 11.185
C 20.592 -21.718 10.057
C 21.994 -21.656 10.138
C 22.510 -22.569 9.260
N 21.408 -23.244 8.684
C 20.244 -22.755 9.222
H 19.980 -21.056 10.652
H 22.586 -21.032 10.791
H 23.546 -22.754 9.018
H 21.535 -24.021 8.051
H 19.320 -23.247 8.953
C 20.194 -16.184 13.477
C 21.145 -15.799 14.464
C 20.515 -14.785 15.199
N 19.341 -14.483 14.623
C 19.066 -15.344 13.590
H 20.290 -16.921 12.693
H 22.090 -16.283 14.661
H 20.759 -14.322 16.144
H 18.682 -13.753 14.850
H 18.106 -15.364 13.096
C 22.125 -19.286 20.344
C 22.256 -19.661 18.978
C 22.827 -20.900 18.970
N 23.354 -21.122 20.203
C 22.926 -20.144 21.031
H 21.724 -18.317 20.604
H 21.810 -19.169 18.126
H 22.928 -21.567 18.126
H 23.779 -21.983 20.516
H 23.211 -20.137 22.073
C 12.081 -13.257 13.882
C 13.310 -13.893 13.856
C 13.470 -14.701 14.929
N 12.350 -14.454 15.719
C 11.542 -13.562 15.107
H 11.799 -12.537 13.128
H 14.053 -13.831 13.075
H 14.212 -15.446 15.179
H 12.178 -14.865 16.626
H 10.597 -13.295 15.556
C 19.021 -22.072 22.584
C 18.287 -21.463 21.460
N 17.782 -20.876 20.542
H 18.709 -23.077 22.868
H 18.967 -21.412 23.449
H 20.081 -22.072 22.331
C 14.718 -24.089 18.464
C 15.483 -24.920 19.385
N 16.091 -25.628 20.055
H 15.389 -23.775 17.664
H 14.218 -23.267 18.977
H 13.901 -24.664 18.028
C 17.774 -20.871 15.429
C 16.519 -20.146 15.419
N 15.509 -19.630 15.372
H 18.313 -20.491 14.561
H 17.614 -21.935 15.256
H 18.295 -20.659 16.362
*
```

(4)
Entry from OMol25: a molecular structure, C24H42AsN6PdSi2 in a non-equilibrium geometry (ωB97M-V/def2-TZVPD).

Results
Calculated total energy ... -4210.89111 Ha
HOMO energy ... -2.086 eV
Max |F| ... 1.009 eV/Å
HOMO-LUMO gap ... 4.60 eV
LUMO energy ... 2.51 eV

Geometry as ORCA input:
```
! wB97M-V def2-TZVPD RIJCOSX def2/J DEFGRID3
* xyz -1 1
Pd 0.243 -0.149 0.396
N -0.687 -2.032 4.237
C -0.853 -1.137 3.251
N -0.442 -1.639 2.117
C 0.002 -2.890 2.476
N -0.146 -3.161 3.764
C 0.617 -3.836 1.553
C 0.682 -5.199 1.848
N 1.212 -6.091 1.025
C 1.702 -5.600 -0.116
C 1.688 -4.245 -0.388
N 1.151 -3.348 0.430
H -0.906 -1.938 5.211
H -1.240 -0.147 3.398
H 0.287 -5.564 2.790
H 2.121 -6.320 -0.808
H 2.145 -3.870 -1.295
C -3.314 0.926 -0.292
Si -2.763 1.427 1.465
C -3.563 0.097 2.585
C -3.885 2.920 1.949
C -0.950 1.747 1.331
C -0.739 2.636 0.166
C -1.329 3.919 0.088
C -1.112 4.724 -1.008
C -0.281 4.267 -2.026
C 0.276 3.011 -1.874
N 0.057 2.212 -0.833
Si 0.567 1.969 2.390
C 2.245 1.900 1.469
C 0.970 1.065 4.030
C 0.495 3.786 3.029
H -4.239 0.342 -0.306
H -2.517 0.326 -0.740
H -3.460 1.804 -0.929
H -4.638 0.132 2.397
H -3.416 0.278 3.654
H -3.219 -0.911 2.346
H -4.883 2.572 2.233
H -4.010 3.619 1.119
H -3.480 3.477 2.798
H -1.928 4.261 0.919
H -1.565 5.708 -1.068
H -0.078 4.870 -2.902
H 0.929 2.624 -2.654
H 2.291 0.997 0.851
H 3.084 1.876 2.172
H 2.370 2.767 0.815
H 1.279 0.030 3.872
H 0.149 1.086 4.754
H 1.812 1.601 4.473
H 0.477 4.485 2.189
H 1.353 4.040 3.662
H -0.414 3.953 3.616
C 1.604 0.553 -5.291
C 1.045 -0.781 -4.803
As 0.163 -0.607 -3.014
C 1.793 -0.409 -1.905
C 3.084 -1.083 -2.366
C -0.243 -2.532 -2.700
C 0.533 -3.616 -3.445
H 2.123 0.443 -6.247
H 2.314 0.964 -4.570
H 0.803 1.284 -5.424
H 1.844 -1.526 -4.764
H 0.301 -1.153 -5.512
H 1.473 -0.797 -0.886
H 1.978 0.659 -1.795
H 2.924 -2.095 -2.742
H 3.803 -1.139 -1.543
H 3.561 -0.518 -3.171
H -1.306 -2.649 -2.921
H -0.137 -2.656 -1.620
H 0.351 -3.569 -4.520
H 0.229 -4.608 -3.098
H 1.610 -3.541 -3.289
*
```

> Which value of max |F| does entry 1 give?

3.042 eV/Å

> What is the max |F| in the fourth record?

1.009 eV/Å

> calculated total energy of number 2 (C5H11NO)?

-327.07219 Ha